{"formula": "C48H49N10O3SSbSr", "method": "wB97M-V/def2-TZVPD", "orbital_gap_ev": 6.6, "spin_multiplicity": 1, "relative_energy_kj_mol": 36.3, "homo_ev": -6.7586, "total_energy_ha": -3300.9348, "elements": ["Sr", "C", "C", "N", "N", "C", "N", "S", "C", "C", "C", "C", "C", "N", "H", "H", "H", "H", "H", "H", "H", "H", "H", "C", "C", "C", "C", "C", "C", "N", "Sb", "C", "C", "C", "C", "C", "C", "N", "C", "C", "C", "C", "C", "C", "N", "H", "H", "H", "H", "H", "H", "H", "H", "H", "H", "H", "H", "H", "H", "H", "H", "H", "H", "C", "O", "C", "C", "C", "C", "C", "C", "N", "C", "N", "C", "C", "C", "C", "C", "C", "O", "C", "N", "C", "C", "C", "C", "C", "C", "O", "C", "H", "H", "H", "H", "H", "H", "H", "H", "H", "H", "H", "H", "H", "H", "H", "H", "H", "H", "H", "H", "H", "H"], "xyz": [[-0.59122, 0.41892, 0.25914], [2.25678, 1.35243, -3.22565], [1.49355, 0.49735, -2.26290], [1.74898, 0.40014, -1.01425], [2.92784, 0.93508, -0.57651], [3.04789, 1.06415, 0.70651], [4.30863, 1.21228, 1.20140], [1.74151, 1.22114, 1.88083], [0.45072, -0.43587, -2.78032], [0.16638, -0.51586, -4.13546], [-0.66867, -1.52521, -4.59035], [-1.18357, -2.43132, -3.68411], [-0.88250, -2.24825, -2.34086], [-0.09950, -1.27947, -1.89097], [2.93296, 2.00022, -2.67709], [1.55974, 1.96597, -3.80094], [2.83067, 0.74164, -3.92719], [5.04572, 1.31642, 0.52191], [4.40710, 1.71225, 2.06851], [0.58854, 0.19437, -4.83165], [-0.90610, -1.60257, -5.64349], [-1.82337, -3.24440, -3.99799], [-1.29511, -2.91053, -1.58649], [-4.00119, -2.27188, 0.44100], [-2.63533, -2.76945, 0.81572], [-2.31112, -4.11930, 0.80464], [-1.04856, -4.51839, 1.21338], [-0.15070, -3.56656, 1.66638], [-0.55181, -2.23138, 1.67996], [-1.74995, -1.84959, 1.22131], [0.66232, -0.94230, 2.98333], [2.42572, -1.87044, 2.05215], [3.49338, -2.26935, 2.85094], [4.62753, -2.78853, 2.23933], [4.66045, -2.87634, 0.85923], [3.55220, -2.45156, 0.12754], [3.53865, -2.46495, -1.37437], [2.45982, -1.97839, 0.72326], [-1.34049, 0.70793, 2.99232], [-1.57600, 0.85535, 4.36134], [-2.61648, 1.66133, 4.79346], [-3.41058, 2.30957, 3.86188], [-3.13980, 2.13645, 2.51381], [-3.93992, 2.80060, 1.42858], [-2.12915, 1.35664, 2.11578], [-4.66714, -2.36707, 1.30184], [-4.43068, -2.84821, -0.37855], [-3.95650, -1.21997, 0.16804], [-3.04091, -4.84767, 0.47401], [-0.77551, -5.56643, 1.19126], [0.83788, -3.84335, 2.00442], [3.43646, -2.17090, 3.92900], [5.47398, -3.11429, 2.83185], [5.53038, -3.26694, 0.34624], [4.23922, -3.19482, -1.78000], [3.81770, -1.47342, -1.74188], [2.53120, -2.67507, -1.73175], [-0.94300, 0.34664, 5.07912], [-2.80847, 1.79132, 5.85247], [-4.22781, 2.94781, 4.17452], [-4.04462, 3.86932, 1.62583], [-4.94344, 2.37296, 1.37390], [-3.44506, 2.64511, 0.47004], [2.23435, 8.21608, -0.40050], [1.29136, 7.22453, -0.74760], [0.11359, 7.21251, -0.04890], [-0.21383, 8.09476, 0.96612], [-1.43470, 7.97228, 1.62608], [-2.32074, 6.97538, 1.26084], [-1.99413, 6.09675, 0.23685], [-0.77577, 6.19496, -0.41656], [-0.41431, 5.30108, -1.42489], [-0.76262, 3.91765, -1.28898], [-1.44178, 3.50137, -2.37253], [-2.17455, 2.30346, -2.63556], [-2.12024, 1.17461, -1.83500], [-2.97378, 0.13326, -2.25149], [-3.78947, 0.19575, -3.36847], [-3.78246, 1.33989, -4.16463], [-2.96929, 2.39297, -3.79138], [-2.88061, 3.57409, -4.50016], [-3.80887, 3.77622, -5.54256], [-0.45583, 3.22232, -0.24500], [0.38447, 3.87097, 0.69562], [-0.06220, 4.09142, 1.99044], [0.76084, 4.64678, 2.95727], [2.06354, 4.98446, 2.63109], [2.53430, 4.77481, 1.33966], [1.70019, 4.22761, 0.37261], [2.08571, 4.00365, -0.92258], [3.39353, 4.39153, -1.27989], [3.07186, 8.09580, -1.08345], [2.58196, 8.08404, 0.62837], [1.81823, 9.22015, -0.51611], [0.47624, 8.87089, 1.26474], [-1.67896, 8.66222, 2.42289], [-3.27044, 6.87611, 1.77125], [-2.67375, 5.30224, -0.04889], [0.46603, 5.48548, -1.87876], [-1.66738, 4.26211, -2.99297], [-2.98804, -0.79329, -1.67876], [-4.42946, -0.63775, -3.64076], [-4.40374, 1.39859, -5.04690], [-4.83599, 3.65633, -5.18750], [-3.63433, 3.08596, -6.37283], [-3.66462, 4.79648, -5.89021], [-1.08018, 3.80727, 2.22658], [0.38422, 4.80823, 3.95894], [2.72255, 5.41576, 3.37423], [3.55071, 5.05229, 1.09799], [3.49860, 4.17824, -2.34102], [4.14467, 3.82197, -0.72495], [3.54848, 5.46106, -1.10929]]}